1.
The following is a DFT calculation (wB97M-V/def2-TZVPD) of a cluster of 3 separate species, C32H61IN3O9S in total.

The geometry in XYZ format:
```
107
Properties=species:S:1:pos:R:3
C -0.85879 -7.28921 0.71021
C 0.49328 -6.81928 1.51444
N 1.44702 -6.34943 0.46712
C 2.48928 -5.40793 1.03123
C 2.88137 -5.99005 2.47396
O 3.67672 -6.99632 2.63170
O 2.33435 -5.46893 3.65383
C 3.67208 -5.36855 -0.04953
O 4.35598 -6.63733 -0.25179
C 4.72256 -4.12642 0.13798
C 5.45456 -4.11441 -1.33267
C 6.47075 -2.91788 -1.57527
O 7.82430 -3.40062 -1.28311
C 8.80985 -2.40849 -1.63731
C 10.26139 -2.66183 -0.97837
C 5.83002 -4.51202 1.20432
C 6.22775 -3.51342 2.36870
C 5.06538 -3.14146 3.42834
I 7.38851 -1.73329 1.72624
C 3.97473 -2.72667 0.25388
O 2.90934 -2.60981 1.22672
S 1.69379 -3.72966 1.03356
O 0.69329 -3.49830 2.13079
O 0.94052 -3.58546 -0.27847
H -0.68340 -7.26412 -0.42492
H -1.21443 -8.32881 1.06230
H -1.68116 -6.51275 0.94412
H 0.14467 -6.02247 2.24842
H 0.83892 -7.77711 2.06864
H 1.89089 -7.19933 0.09441
H 3.16347 -5.14147 -1.06940
H 3.87873 -7.11531 -0.96263
H 5.96860 -5.13173 -1.53449
H 4.63626 -4.03684 -2.15228
H 6.47862 -2.70474 -2.71876
H 6.22392 -1.92312 -1.07568
H 8.94097 -2.28893 -2.77542
H 8.44290 -1.39797 -1.23738
H 10.42751 -1.98519 -0.06857
H 11.05083 -2.36586 -1.75669
H 10.43701 -3.73481 -0.63213
H 5.51494 -5.50696 1.71571
H 6.80241 -4.78560 0.63514
H 7.01152 -4.08223 3.00839
H 5.42026 -3.35498 4.50972
H 4.90014 -1.99446 3.39999
H 4.07112 -3.67075 3.25010
H 3.48749 -2.52421 -0.78273
H 4.66677 -1.81375 0.41803
C -2.52989 -0.06448 -3.08450
C -3.50789 -0.20954 -1.89531
C -3.90225 1.18541 -1.36375
C -2.79413 1.86068 -0.56563
C -2.30038 0.94880 0.55368
C -1.87201 -0.44696 0.05171
N -2.89702 -1.07762 -0.84232
O -3.91196 -1.52372 -0.04755
C -0.51365 -0.33035 -0.68426
C -1.53319 -1.33651 1.27655
C -4.76233 -0.85098 -2.54851
H -1.67107 0.56826 -2.87912
H -2.16650 -1.04271 -3.41432
H -3.02702 0.40189 -3.94257
H -4.78860 1.10238 -0.72162
H -4.19361 1.83631 -2.19573
H -1.96729 2.14205 -1.22623
H -3.16934 2.79551 -0.13660
H -1.46527 1.43518 1.06905
H -3.09990 0.84971 1.29800
H -0.28339 -1.24558 -1.23740
H 0.30363 -0.17298 0.02654
H -0.45408 0.51500 -1.36802
H -2.36956 -1.43730 1.97384
H -0.70831 -0.90940 1.85404
H -1.22632 -2.33773 0.96082
H -4.53900 -1.85201 -2.93101
H -5.11042 -0.24752 -3.39269
H -5.60661 -0.92699 -1.85885
C -6.30142 8.49483 1.32647
C -5.36367 8.62997 0.10406
C -6.05720 8.07049 -1.15702
C -6.12098 6.54837 -1.18389
C -4.73288 5.94565 -0.98837
C -4.02178 6.46457 0.27980
N -4.05869 7.95830 0.39182
O -3.14425 8.45513 -0.49032
C -4.66782 5.81453 1.52904
C -2.57342 5.90972 0.30220
C -5.22324 10.16760 -0.06247
H -6.70127 7.49525 1.47181
H -5.79257 8.79984 2.24628
H -7.18093 9.13844 1.21512
H -5.52587 8.40958 -2.05542
H -7.07233 8.47394 -1.23767
H -6.81130 6.18307 -0.41647
H -6.53186 6.21566 -2.14227
H -4.81902 4.85419 -0.95071
H -4.12857 6.17200 -1.87505
H -4.34366 6.31341 2.44732
H -4.37707 4.76284 1.61710
H -5.75547 5.80072 1.50557
H -1.99665 6.18965 -0.58323
H -2.57624 4.81651 0.32905
H -2.03258 6.25790 1.18830
H -4.72267 10.61364 0.80289
H -6.20700 10.63855 -0.15077
H -4.66914 10.44712 -0.96184
```

As for the expectation value of S²: 2.01. The value obtained for the HOMO-LUMO gap (spin up / spin down) is 6.5 / 5.6 eV. The spin multiplicity is 3. As for the total charge: -1. The largest force on an atom is 0.146 Eh/bohr.



2.
The following is a DFT calculation (wB97M-V/def2-TZVPD) of a cluster of 8 separate species, C32H61N2O22P in total.

The geometry in XYZ format:
```
118
Properties=species:S:1:pos:R:3
C 3.18176 -4.06050 -0.68833
O 2.13329 -3.91864 -1.69927
C 2.17512 -2.61454 -2.32156
C 0.97797 -1.61494 -1.93977
C -0.02248 -2.10958 -0.79204
C -1.53748 -2.34091 -1.36651
C -2.34262 -3.47726 -0.51445
C -2.08743 -3.27031 1.07576
N -1.75075 -3.05920 2.21814
C -3.96145 -3.32356 -0.69168
C -4.53484 -4.11367 -1.96195
N -5.04935 -4.64097 -2.91554
P -1.75898 -5.24853 -0.90625
C -0.46671 -5.83994 0.35131
C -1.00922 -5.39868 -2.63861
H 2.81289 -4.61223 0.25873
H 3.60976 -3.05930 -0.33135
H 4.01782 -4.73019 -1.12678
H 3.18408 -2.05662 -2.18030
H 2.10930 -2.79852 -3.46746
H 1.46218 -0.62363 -1.57662
H 0.42834 -1.32856 -2.92179
H -0.13525 -1.22353 -0.04917
H 0.33183 -2.99503 -0.16537
H -1.56429 -2.52358 -2.49440
H -2.10716 -1.34211 -1.19472
H -4.22877 -2.21245 -0.66703
H -4.41062 -3.78249 0.27460
H 0.23592 -4.99790 0.73317
H 0.21013 -6.67240 -0.05895
H -1.04561 -6.19305 1.28481
H -1.74939 -5.97147 -3.31663
H -0.05108 -6.05001 -2.56044
H -0.69289 -4.41255 -3.12460
C -0.59942 -1.59354 4.49083
O 0.22240 -0.82432 5.37029
C 0.60473 0.36294 4.87053
O 0.31556 0.80211 3.78271
O 1.36646 0.97796 5.79359
C 1.84724 2.26046 5.39536
H -0.84659 -2.52785 4.99627
H -1.52907 -1.06451 4.27015
H -0.06256 -1.83133 3.57093
H 1.01472 2.94349 5.21053
H 2.48275 2.17648 4.51074
H 2.44741 2.66323 6.21250
C -0.01955 5.06127 8.00673
O 1.21403 5.59211 7.52447
C 1.76512 6.52152 8.32392
O 1.30956 6.91785 9.37064
O 2.91205 6.93308 7.75555
C 3.61050 7.92863 8.50128
H -0.37227 4.32305 7.28527
H 0.12509 4.56185 8.96737
H -0.77216 5.84884 8.08956
H 3.89980 7.54351 9.48188
H 3.00275 8.83056 8.60404
H 4.51656 8.18413 7.95020
C -4.60844 3.95275 -2.43650
O -4.62336 2.63521 -1.88873
C -5.35537 1.75442 -2.59143
O -5.97045 1.99091 -3.60430
O -5.28395 0.56412 -1.97092
C -6.02125 -0.47654 -2.61209
H -3.98951 4.57606 -1.78989
H -4.16890 3.94946 -3.43674
H -5.61689 4.37250 -2.45856
H -5.63722 -0.65607 -3.61897
H -7.08562 -0.23267 -2.64118
H -5.88947 -1.38908 -2.02943
C 6.02470 -3.03722 -7.50293
O 4.92012 -3.44491 -6.69772
C 5.18249 -4.48826 -5.89147
O 6.23640 -5.07295 -5.80766
O 4.06692 -4.76700 -5.19448
C 4.19987 -5.86229 -4.29019
H 5.70233 -2.19162 -8.11183
H 6.85906 -2.71257 -6.87662
H 6.33339 -3.84471 -8.17110
H 4.96184 -5.64946 -3.53652
H 4.43645 -6.78202 -4.83023
H 3.24295 -5.99653 -3.78351
C -4.93621 2.67175 11.22206
O -3.70329 3.20173 10.73866
C -3.15148 4.13210 11.53827
O -3.60630 4.52857 12.58405
O -2.00463 4.54316 10.96887
C -1.30390 5.53996 11.71322
H -5.28819 1.93365 10.50009
H -4.79104 2.17303 12.18309
H -5.68836 3.45976 11.30507
H -1.01367 5.15557 12.69389
H -1.91094 6.44236 11.81564
H -0.39805 5.79468 11.16059
C 11.44797 1.20347 -6.24810
O 10.42865 0.20569 -6.23255
C 10.89263 -1.05679 -6.23173
O 12.05428 -1.38555 -6.24277
O 9.83610 -1.88875 -6.21641
C 10.18033 -3.27369 -6.21379
H 10.96008 2.17912 -6.24732
H 12.07361 1.12938 -5.35566
H 12.05419 1.12115 -7.15323
H 10.75529 -3.52642 -5.31992
H 10.73589 -3.53459 -7.11754
H 9.25354 -3.84966 -6.20133
C -6.55513 3.10570 -6.29115
O -7.54758 2.62475 -7.19916
C -8.80178 2.99584 -6.89216
O -9.13092 3.67434 -5.94849
O -9.62820 2.47948 -7.82030
C -11.00405 2.79538 -7.61877
H -5.58393 2.74687 -6.63553
H -6.53634 4.19856 -6.28461
H -6.72986 2.71584 -5.28671
H -11.16232 3.87547 -7.66438
H -11.35665 2.39289 -6.66631
H -11.57497 2.32899 -8.42291
```

Its SMILES is COCCCC[C@@](C#N)(CC#N)P(C)C.COC(=O)OC.COC(=O)OC.COC(=O)OC.COC(=O)OC.COC(=O)OC.COC(=O)OC.COC(=O)OC. The value obtained for the HOMO-LUMO gap is 8.7 eV. As for the total charge: 0. The largest force on an atom is 0.125 Eh/bohr.